{
  "formula": "C23H43Cl2IN3O4SiSm",
  "method": "ωB97M-V with the def2-TZVPD basis set",
  "symbols": ["C", "C", "H", "H", "H", "C", "C", "H", "H", "H", "H", "Sm", "Cl", "C", "O", "N", "C", "C", "H", "H", "H", "H", "H", "H", "H", "H", "H", "C", "C", "N", "H", "C", "O", "H", "H", "H", "H", "H", "H", "C", "C", "N", "H", "C", "O", "H", "H", "H", "H", "O", "C", "C", "C", "H", "C", "H", "C", "H", "C", "C", "H", "H", "H", "Si", "Cl", "C", "C", "C", "H", "H", "H", "H", "H", "H", "H", "H", "H", "I"],
  "coordinates": [[3.18856, -2.42654, -2.27067], [2.65933, -1.67160, -3.44936], [2.96883, -3.50119, -2.33930], [2.77697, -2.03944, -1.32866], [4.28331, -2.32477, -2.22006], [2.74860, -2.13526, -4.71335], [3.31524, -3.46400, -5.08806], [2.46424, -1.51401, -5.56325], [2.88953, -4.27471, -4.47701], [4.41132, -3.49578, -4.98188], [3.09534, -3.67769, -6.14475], [0.54573, 0.19912, 2.71327], [2.03742, 1.58697, 0.83766], [-0.33656, 3.14557, 1.79447], [-0.75302, 2.02154, 2.20188], [-1.08136, 4.00208, 1.10828], [-2.49243, 3.70413, 0.81372], [-0.45920, 5.10049, 0.36500], [0.70636, 3.46001, 1.95737], [-3.00371, 3.35900, 1.72402], [-2.57939, 2.93298, 0.02744], [-2.93794, 4.64078, 0.45384], [0.40644, 5.46973, 0.92449], [-1.20128, 5.89260, 0.23874], [-0.11193, 4.77493, -0.62718], [-3.15514, 1.93081, 6.54757], [-1.33300, 1.86224, 8.54636], [-2.96287, 0.85500, 6.46612], [-1.31531, 0.77947, 8.33771], [-1.60858, 0.52966, 6.92349], [-3.11096, 0.54046, 5.43249], [-0.65813, 0.16596, 6.06963], [-0.81779, 0.11047, 4.81540], [-0.32625, 0.38075, 8.59217], [0.32108, -0.07656, 6.51246], [-3.68819, 0.35066, 7.11100], [-2.07682, 0.28994, 8.96076], [0.18210, -5.06883, 3.70621], [0.33647, -3.38578, 0.95000], [-0.84175, -4.99832, 3.29494], [-0.67076, -3.81689, 1.09553], [-1.02821, -3.79161, 2.50838], [-1.54599, -4.98729, 4.13687], [-1.22622, -2.64288, 3.15727], [-1.08133, -1.52618, 2.60856], [-1.36595, -3.23294, 0.48643], [-1.50693, -2.74091, 4.22923], [-1.05932, -5.83847, 2.63429], [-0.66759, -4.86225, 0.78766], [0.94594, -0.62247, -2.17508], [1.97452, -0.35156, -3.12584], [0.48098, -0.08872, -5.20150], [1.47918, 0.42222, -4.36031], [0.06499, -1.08572, -5.00509], [0.02352, 0.68163, -6.28807], [2.71590, 0.27426, -2.59966], [2.11847, 1.62499, -4.69312], [-0.78617, 0.32066, -6.91889], [0.58996, 1.93568, -6.53760], [1.68185, 2.37537, -5.78966], [2.96033, 1.95071, -4.07793], [0.17704, 2.60259, -7.30283], [2.17571, 3.32104, -6.02131], [-0.47921, 0.16674, -1.81840], [1.91557, -1.76728, 1.09014], [-1.80602, -0.47325, -2.95862], [-0.30648, 2.02730, -2.00206], [-0.85935, -0.21845, -0.05952], [-1.78545, -0.01877, -3.96124], [-2.78845, -0.25664, -2.51100], [-1.72436, -1.56440, -3.07735], [-0.79829, -1.28327, 0.17020], [-1.80314, 0.19252, 0.30835], [0.00156, 0.28882, 0.41764], [-0.05791, 2.33127, -3.02768], [0.48109, 2.39555, -1.32732], [-1.24880, 2.52707, -1.73146], [2.32403, 1.70064, 4.71803]],
  "forces_ev_per_a": [[0.071, -0.071, 0.395], [-0.474, -0.205, -1.228], [0.030, 0.241, 0.032], [0.101, -0.192, -0.315], [-0.186, -0.043, -0.023], [0.147, 0.590, 0.669], [0.231, -0.432, -0.257], [-0.142, -0.068, 0.391], [0.200, 0.182, -0.156], [-0.252, -0.040, 0.065], [0.057, -0.039, 0.339], [1.253, -0.199, -0.670], [-0.178, 0.003, 0.313], [0.122, -0.427, -0.096], [-0.184, 1.401, -0.067], [-0.397, -0.406, -0.078], [0.219, -0.072, -0.111], [0.233, -0.048, 0.107], [-0.370, -0.172, 0.040], [0.226, 0.108, -0.355], [0.015, 0.302, 0.357], [-0.035, -0.395, 0.159], [-0.211, 0.000, -0.124], [0.243, -0.024, 0.106], [-0.195, -0.025, 0.284], [0.160, -0.105, -0.069], [0.028, -0.383, -0.102], [0.038, 0.094, 0.146], [-0.059, -0.021, -0.097], [-0.252, 0.058, 0.030], [0.205, 0.028, 0.172], [0.141, 0.188, -1.696], [0.155, -0.188, 1.752], [-0.264, 0.129, -0.107], [-0.269, 0.156, -0.047], [0.120, -0.045, -0.069], [0.240, 0.101, -0.161], [-0.371, -0.063, -0.381], [-0.406, -0.193, 0.048], [-0.120, -0.112, 0.259], [0.617, 0.052, -0.263], [-0.227, 0.797, 0.826], [0.156, -0.156, -0.210], [0.536, 0.177, -0.847], [-0.527, -0.895, 0.591], [-0.087, -0.202, 0.274], [0.138, 0.086, -0.487], [0.086, -0.099, 0.366], [-0.128, 0.130, -0.129], [-0.475, 0.078, -0.138], [0.109, 0.351, -0.104], [-0.101, 0.420, -0.278], [0.539, -0.269, 0.094], [0.148, 0.555, -0.058], [0.255, 0.005, 0.595], [-0.154, 0.029, -0.186], [-0.330, -0.273, -0.201], [0.137, 0.021, 0.141], [0.010, 0.102, -0.072], [0.005, -0.077, 0.452], [-0.285, 0.034, -0.180], [0.210, -0.462, 0.115], [-0.216, -0.249, 0.025], [0.793, 0.105, -0.942], [-0.196, 0.412, 1.139], [-0.565, -0.061, -0.152], [-0.013, 0.225, 0.017], [0.235, -0.089, 0.415], [0.012, -0.114, 0.412], [0.110, -0.088, -0.149], [-0.023, 0.253, 0.053], [-0.005, 0.271, -0.129], [0.068, 0.022, -0.081], [-0.419, -0.157, -0.403], [-0.076, -0.112, 0.198], [-0.144, -0.137, -0.142], [0.118, -0.097, -0.057], [-0.178, -0.203, 0.044]],
  "mulliken_spin": [0.000, 0.000, 0.000, 0.000, 0.000, 0.000, 0.000, 0.000, 0.000, 0.000, 0.000, 5.073, -0.015, -0.001, -0.008, 0.000, 0.000, 0.000, -0.001, 0.000, 0.000, 0.000, 0.000, 0.000, 0.000, 0.000, 0.000, 0.000, 0.000, 0.000, 0.000, 0.000, -0.001, 0.000, 0.000, 0.000, 0.000, 0.000, -0.001, 0.000, 0.000, 0.000, 0.000, -0.001, -0.003, 0.000, -0.001, 0.000, 0.000, 0.000, 0.000, 0.000, 0.000, 0.000, 0.000, 0.000, 0.000, 0.000, 0.000, 0.000, 0.000, 0.000, 0.000, 0.000, -0.011, 0.000, 0.000, 0.005, 0.000, 0.000, 0.000, -0.003, 0.000, -0.011, 0.000, 0.000, 0.000, -0.020],
  "gap_ev": [7.72, 7.89],
  "homo_ev": [-7.8, -7.8],
  "s_squared": 8.76,
  "fmax_ev_per_a": 1.77,
  "spin_multiplicity": 6,
  "total_energy_ha": -3533.219699
}